No. 1
Molecular formula: C22H17BrN6
Method: DFT, ωB97M-V with the def2-TZVPD basis set

XYZ file:
```
46
Properties=species:S:1:pos:R:3:nbo_charge:R:1
C -1.402 2.664 -1.595 -0.637
C -0.416 2.003 -2.548 0.016
C -0.661 2.150 -3.938 -0.212
C 0.265 1.592 -4.853 -0.197
C 1.394 0.898 -4.399 -0.221
C 1.653 0.835 -3.040 -0.186
C 0.768 1.395 -2.109 -0.076
C 1.054 1.189 -0.690 -0.111
C 2.009 2.042 -0.111 -0.098
C 2.301 1.945 1.231 -0.148
C 3.267 2.788 1.789 -0.165
C 3.573 2.613 3.153 -0.209
C 2.908 1.666 3.941 -0.205
C 1.958 0.846 3.356 -0.208
C 1.623 0.965 1.985 0.231
N 0.783 0.085 1.414 -0.485
C 0.478 0.192 0.116 0.308
C -0.441 -0.806 -0.544 -0.273
N -0.631 -2.003 0.278 -0.577
C -1.767 -2.679 0.381 0.456
N -2.614 -2.628 -0.619 -0.540
C -3.745 -3.340 -0.555 0.293
N -4.016 -4.128 0.505 -0.527
C -3.166 -4.133 1.522 0.379
N -3.188 -4.763 2.761 -0.377
N -2.125 -4.354 3.545 -0.240
C -1.369 -3.602 2.778 0.107
Br 0.210 -2.670 3.305 0.110
C -2.015 -3.416 1.487 -0.295
H -2.341 2.812 -2.098 0.219
H -1.037 3.635 -1.258 0.224
H -1.622 2.055 -0.701 0.217
H -1.535 2.622 -4.355 0.217
H 0.155 1.639 -5.943 0.214
H 2.043 0.444 -5.145 0.217
H 2.528 0.292 -2.690 0.216
H 2.488 2.808 -0.717 0.218
H 3.842 3.456 1.154 0.216
H 4.361 3.151 3.630 0.213
H 3.163 1.536 4.993 0.221
H 1.411 0.135 3.929 0.218
H -1.430 -0.356 -0.648 0.227
H -0.082 -1.061 -1.534 0.225
H -0.146 -1.960 1.149 0.409
H -4.484 -3.262 -1.380 0.195
H -4.002 -5.289 3.070 0.421
```

Output
HOMO level: -8.5 eV
E: -3751.1162 hartree
Orbital gap: 8.423 eV


No. 2
Molecular formula: C5H10NO2
Method: DFT, ωB97M-V with the def2-TZVPD basis set

XYZ file:
```
18
Properties=species:S:1:pos:R:3:nbo_charge:R:1
C 0.609 -1.980 -0.079 0.023
C -3.010 -1.015 -0.399 0.598
C -0.196 -0.931 0.150 -0.118
C 0.188 0.919 -1.264 -0.418
C -0.162 1.368 1.168 -0.419
N 0.337 0.493 0.106 -0.414
O -3.601 -0.681 0.548 -0.322
O 1.963 -1.828 0.103 -0.723
H 0.347 -3.040 -0.037 0.216
H -3.049 -1.418 -1.362 0.223
H 0.195 1.948 -1.462 0.234
H 0.919 0.367 -1.815 0.243
H -0.696 0.521 -1.712 0.225
H 0.365 2.237 1.496 0.246
H -1.001 1.833 0.733 0.216
H -0.294 0.848 2.055 0.239
H 1.292 0.308 0.423 0.448
H 2.357 -2.546 0.572 0.504
```

Output
Charge: +1
HOMO level (alpha / beta): -12.3 / -13.0 eV
E: -401.2768 hartree
Orbital gap (alpha / beta): 7.177 / 8.548 eV


No. 3
Molecular formula: C33H33F3N6O3S2Ti
Method: DFT, ωB97M-V with the def2-TZVPD basis set

XYZ file:
```
81
Properties=species:S:1:pos:R:3:lowdin_spin:R:1
Ti 0.330 0.478 -0.005 1.616
C 1.134 3.104 -1.382 0.008
N 0.732 1.767 -1.908 0.012
C -0.263 1.863 -2.984 0.005
C -1.614 2.358 -2.520 0.002
C -2.706 2.207 -3.376 0.000
C -3.954 2.585 -2.919 0.001
C -4.065 3.104 -1.634 0.000
C -2.920 3.230 -0.873 0.001
N -1.709 2.870 -1.304 0.005
C 1.903 1.038 -2.459 0.007
C 2.924 0.733 -1.396 0.030
C 4.249 0.482 -1.704 -0.003
C 5.145 0.230 -0.678 0.041
C 4.683 0.280 0.629 -0.002
C 3.344 0.535 0.853 0.034
N 2.466 0.725 -0.138 0.011
C 0.926 3.395 0.100 0.024
C 1.331 4.626 0.591 -0.002
C 1.142 4.906 1.935 0.028
C 0.561 3.945 2.749 -0.002
C 0.195 2.736 2.183 0.026
N 0.378 2.468 0.887 0.016
H 2.200 3.251 -1.604 0.001
H 0.585 3.867 -1.938 0.001
H 0.119 2.476 -3.820 0.001
H -0.404 0.851 -3.375 0.001
H -2.574 1.767 -4.354 0.000
H -4.828 2.462 -3.542 0.000
H -5.019 3.395 -1.223 0.000
H -2.966 3.614 0.138 0.000
H 1.538 0.104 -2.897 0.002
H 2.391 1.635 -3.247 0.001
H 4.563 0.489 -2.739 -0.001
H 6.183 0.017 -0.892 0.003
H 5.338 0.123 1.473 -0.001
H 2.933 0.576 1.854 0.003
H 1.780 5.348 -0.078 -0.001
H 1.446 5.862 2.340 0.002
H 0.385 4.108 3.802 -0.001
H -0.279 1.944 2.748 0.001
S -2.710 0.865 1.801 0.008
C -2.800 0.090 0.267 0.012
N -1.819 -0.152 -0.575 0.013
C -2.276 -0.825 -1.699 0.002
C -1.490 -1.237 -2.774 0.002
C -2.093 -1.867 -3.845 0.000
C -3.471 -2.098 -3.866 0.000
C -4.259 -1.705 -2.801 0.000
C -3.655 -1.070 -1.723 0.000
S -4.357 -0.474 -0.261 0.003
H -0.417 -1.099 -2.744 0.001
H -1.479 -2.201 -4.672 0.000
H -3.922 -2.598 -4.711 0.000
H -5.324 -1.890 -2.806 0.000
O 0.352 -0.431 1.784 0.010
C 0.402 -1.226 2.738 0.018
C 1.593 -2.112 2.962 0.002
C 1.272 -3.608 2.888 0.001
C 0.614 -4.188 4.132 0.000
C -0.785 -3.652 4.409 0.001
C -0.798 -2.160 4.704 0.002
N -0.667 -1.310 3.536 0.016
H 2.029 -1.864 3.939 0.001
H 2.323 -1.844 2.199 0.000
H 2.210 -4.130 2.689 0.000
H 0.635 -3.780 2.012 0.000
H 1.243 -3.983 5.007 0.000
H 0.580 -5.275 4.035 0.000
H -1.205 -4.166 5.277 0.000
H -1.449 -3.856 3.566 0.000
H 0.002 -1.918 5.416 0.000
H -1.733 -1.859 5.179 0.000
H -1.461 -0.744 3.222 0.001
F 2.135 -4.417 -0.378 0.000
C 1.321 -3.757 -1.237 0.000
F 2.094 -3.353 -2.260 0.000
F 0.456 -4.655 -1.735 0.000
C 0.586 -2.602 -0.489 0.007
O -0.194 -2.957 0.381 0.009
O 0.914 -1.444 -0.863 0.021
```

Output
HOMO level (alpha / beta): -5.4 / -6.9 eV
<S²>: 2.009
Spin multiplicity: 3
E: -3777.2337 hartree
Orbital gap (alpha / beta): 5.624 / 7.079 eV


No. 4
Molecular formula: C4H9OP5
Method: DFT, ωB97M-V with the def2-TZVPD basis set

XYZ file:
```
19
Properties=species:S:1:pos:R:3:nbo_charge:R:1
C 0.049 -0.135 0.353 -0.458
C -0.387 0.790 -0.652 -0.420
C 0.484 -1.554 -0.188 -0.050
C -1.304 1.838 -0.116 -0.616
O -0.617 -2.347 -0.588 -0.732
P -3.527 -0.435 -1.303 -0.060
P -4.139 -1.948 -0.033 0.020
P -3.079 1.181 0.090 0.246
P -3.601 -1.494 1.998 -0.059
P -2.787 0.417 2.138 0.021
H 0.809 0.387 0.868 0.217
H -0.735 -0.195 1.139 0.203
H -0.960 0.389 -1.543 0.204
H 0.592 1.134 -1.180 0.221
H 1.090 -1.989 0.596 0.183
H 1.078 -1.402 -1.170 0.156
H -1.071 2.178 0.799 0.217
H -1.524 2.684 -0.726 0.234
H -1.317 -1.577 -0.747 0.471
```

Output
HOMO level: -8.8 eV
E: -1939.7459 hartree
Orbital gap: 6.928 eV


No. 5
Molecular formula: C16H20BCoF4N7OS2
Method: DFT, ωB97M-V with the def2-TZVPD basis set

XYZ file:
```
52
Properties=species:S:1:pos:R:3:lowdin_spin:R:1
Co -0.430 0.293 0.444 1.018
C -1.140 4.252 3.631 -0.002
S -1.414 2.619 4.342 -0.001
C -1.262 1.578 2.946 -0.002
S -1.284 2.178 1.343 -0.046
N -1.159 0.316 3.267 0.002
N -0.989 -0.462 2.148 -0.010
C -1.126 -1.723 2.314 -0.003
C -0.908 -2.575 1.146 0.000
C -1.043 -3.957 1.176 0.000
C -0.846 -4.663 0.001 -0.001
C -0.525 -3.973 -1.158 0.000
C -0.392 -2.594 -1.091 0.000
N -0.576 -1.914 0.032 0.007
H -1.258 4.948 4.461 0.000
H -1.873 4.479 2.863 -0.001
H -0.135 4.322 3.220 0.000
H -1.401 -2.123 3.284 -0.001
H -1.298 -4.457 2.100 0.000
H -0.939 -5.741 -0.009 0.000
H -0.366 -4.489 -2.095 0.000
H -0.112 -2.006 -1.957 0.000
N -2.926 0.714 -3.057 0.000
C -3.828 -0.211 -2.570 0.001
C -3.380 -0.546 -1.330 0.002
N -2.234 0.154 -1.043 0.030
C -1.988 0.889 -2.097 0.001
C -0.783 1.699 -2.104 -0.002
N 0.068 1.580 -1.111 -0.009
C 1.078 2.482 -1.345 -0.001
C 0.820 3.144 -2.503 0.000
N -0.371 2.637 -2.983 -0.001
H -2.963 1.151 -3.960 0.000
H -4.682 -0.528 -3.140 0.000
H -3.816 -1.230 -0.621 0.000
H 1.897 2.606 -0.657 0.000
H 1.358 3.918 -3.019 0.000
H -0.852 2.952 -3.805 0.000
C 4.115 -1.721 -0.871 0.000
C 2.727 -1.735 -0.262 0.000
O 1.931 -0.646 -0.723 -0.004
H 4.694 -2.580 -0.525 0.000
H 4.648 -0.814 -0.583 0.000
H 4.056 -1.757 -1.960 0.000
H 2.791 -1.703 0.832 0.000
H 2.204 -2.652 -0.538 0.000
H 2.417 0.151 -0.442 0.000
F 1.450 0.896 1.656 0.020
B 2.717 1.564 1.637 0.002
F 3.351 1.169 0.407 0.000
F 2.499 2.939 1.597 0.000
F 3.475 1.168 2.712 0.001
```

Output
HOMO level (alpha / beta): -7.7 / -7.7 eV
<S²>: 0.873
Spin multiplicity: 2
E: -3683.9689 hartree
Orbital gap (alpha / beta): 7.245 / 7.201 eV


No. 6
Molecular formula: C6H11PS
Method: DFT, ωB97M-V with the def2-TZVPD basis set

XYZ file:
```
19
Properties=species:S:1:pos:R:3:nbo_charge:R:1
C -1.235 2.811 1.663 -0.408
C -0.744 2.141 0.561 -0.338
S -1.256 0.412 0.160 0.212
C 0.263 -0.042 -0.749 -0.160
C 0.055 -0.706 -1.893 -0.407
C 1.530 0.322 -0.019 -0.264
C 2.684 -0.013 -0.594 -0.331
H -1.007 3.892 1.923 0.212
H -1.874 2.365 2.432 0.207
H -0.203 2.584 -0.292 0.224
H 0.735 -1.141 -2.615 0.210
H -1.002 -1.020 -2.123 0.214
H 1.364 0.497 1.036 0.234
H 3.674 0.398 -0.387 0.212
H 2.607 -0.572 -1.587 0.187
P -1.047 -3.106 1.014 0.026
H -1.655 -4.156 0.314 -0.011
H -2.095 -2.222 1.288 0.001
H -0.794 -2.444 -0.133 -0.019
```

Output
HOMO level: -8.4 eV
E: -974.6061 hartree
Orbital gap: 8.658 eV


Question: Number 4 is which compound?
Answer: C4H9OP5